Record 1
ORCA calculation (wB97M-V/def2-TZVPD) on a 9-piece molecular cluster, C30H82ClN7O11 overall.

Geometry (Å):
Cl (1.0796, 0.5689, 0.7534)
O (-1.3746, -6.1648, 5.9869)
O (3.8171, -1.3926, -6.0627)
O (3.7149, 3.8902, -2.8673)
O (2.1481, -0.1705, 1.2103)
O (1.4317, 1.9509, 0.9330)
O (-2.7254, 5.6376, 0.3628)
O (-5.2648, -6.0952, -0.4850)
O (2.3733, -7.6134, 0.0651)
O (2.9327, 1.3385, 6.4832)
O (-0.0298, 0.2335, 1.6406)
O (0.6861, 0.3242, -0.5880)
N (1.0333, 5.6375, -0.7213)
N (2.1351, -4.9203, 0.7400)
N (-2.8765, -3.9097, -0.5979)
N (-3.2003, 6.1461, -0.8877)
N (5.4339, 0.8382, -7.3396)
N (5.4423, -0.0054, 6.8772)
N (-1.7369, -3.8296, 4.4283)
C (2.8454, -8.9558, -0.0767)
C (2.7756, -5.1989, -0.4951)
C (3.9149, -4.2021, -0.7377)
C (2.4717, -1.2737, -5.5923)
C (-3.4667, 7.6265, -0.8382)
C (-4.0619, 5.1652, -1.5063)
C (-3.1921, 3.9431, -1.9074)
C (3.1241, -6.7230, -0.6816)
C (5.2280, 1.0429, 5.8351)
C (-4.5086, 5.7054, -2.9104)
C (-4.6576, -2.4662, -1.2877)
C (-4.6238, 8.0440, 0.0254)
C (-3.6361, 8.0187, -2.3057)
C (-2.3022, 8.5778, -0.3110)
C (-5.1883, -4.8310, -1.2229)
C (4.1434, 0.4085, -7.7926)
C (-4.3857, -3.7337, -0.4876)
C (-0.9774, -3.7840, 5.6287)
C (3.7744, 1.0566, 5.3958)
C (-4.8391, 7.2374, -2.8149)
C (-6.4023, -6.8340, -0.8486)
C (-1.0710, -2.3483, 6.2374)
C (-5.2903, 4.7242, -0.6636)
C (1.9769, 2.3678, 6.2937)
C (-1.6696, -7.2369, 6.9012)
C (4.1444, 0.6812, -9.2701)
C (3.9595, -1.0950, -7.4245)
C (4.3306, 2.6473, -2.4007)
C (-1.5822, -4.8876, 6.5885)
C (6.1233, 0.8044, 4.6327)
H (-1.0323, -7.1052, 7.7756)
H (-7.4461, -6.5523, -0.7092)
H (3.9734, 4.0049, -3.7847)
H (4.1497, -6.9385, -0.3818)
H (-0.5716, -2.2489, 7.2012)
H (-5.5272, 7.5662, -0.3536)
H (-2.6365, 9.5306, 0.0997)
H (-5.0780, 3.8466, -0.0529)
H (5.4905, 0.3624, -6.4504)
H (5.4077, -0.9044, 6.4182)
H (4.6366, 0.1228, 7.4725)
H (-2.7296, -7.2484, 7.1550)
H (2.9198, -9.3198, -1.1014)
H (-6.2139, -4.4696, -1.2990)
H (7.0613, 1.3400, 4.7790)
H (-2.5022, 3.6958, -1.1006)
H (5.2886, 2.4334, -2.8746)
H (-2.6791, -3.5363, 4.6436)
H (3.1161, 0.6389, -9.6290)
H (-3.6964, 3.0533, -2.2844)
H (5.6425, 1.3561, 3.8249)
H (-3.7718, 5.4514, -3.6724)
H (4.5574, 1.6477, -9.5588)
H (4.3228, -4.5476, -1.6875)
H (-1.4497, 8.8667, -0.9257)
H (-2.4503, 4.2161, -2.6578)
H (-4.8113, -3.6431, 0.5118)
H (6.2250, 0.3584, -7.7446)
H (3.7883, 1.9229, 4.7343)
H (-5.4764, 5.4431, 0.1343)
H (-5.4130, 5.1782, -3.2143)
H (-5.0720, 7.6800, -3.7833)
H (1.8184, -2.0148, -6.0529)
H (6.1586, -0.2449, 4.3395)
H (-4.4294, 7.8418, 1.0787)
H (-6.3177, -7.6879, -0.1764)
H (-6.1314, -7.1045, -1.8692)
H (0.5714, 6.1143, -1.4825)
H (2.8796, -5.1813, 1.3707)
H (-2.0864, -2.0495, 6.4975)
H (3.3781, 0.8540, -7.1571)
H (2.1069, -9.6364, 0.3470)
H (1.9789, 5.3471, -0.9250)
H (1.0745, 6.2361, 0.0911)
H (3.6195, 0.1100, 4.8782)
H (0.0514, -4.1006, 5.4566)
H (-4.3025, -2.4818, -2.3181)
H (-2.3726, -3.0457, -0.4576)
H (3.1455, -6.9537, -1.7467)
H (2.3904, -3.9460, 0.8141)
H (-2.5855, -4.8354, 7.0114)
H (-2.7203, -4.0908, -1.5792)
H (-1.3364, -3.0180, 3.9800)
H (-3.4625, 5.8510, 0.9397)
H (-1.6929, 8.0067, 0.3894)
H (0.4851, 4.8440, -0.4215)
H (1.6539, 2.1417, 5.2775)
H (-6.1795, 4.4841, -1.2464)
H (4.6949, -4.1058, 0.0176)
H (4.7271, -1.6623, -7.9509)
H (3.5302, -3.1899, -0.8633)
H (5.3144, 1.9684, 6.4043)
H (1.2230, 2.1663, 7.0546)
H (-3.9989, 9.0438, -2.3808)
H (3.5876, 1.9183, -2.7242)
H (2.2181, 3.4299, 6.3379)
H (-1.5436, -8.1911, 6.3896)
H (-5.7880, 7.4253, -2.3126)
H (4.3889, 2.5955, -1.3135)
H (2.0439, -0.2831, -5.7468)
H (-4.2329, -1.6295, -0.7329)
H (-4.7742, 9.1233, 0.0515)
H (2.4622, -1.6081, -4.5549)
H (3.0886, -1.4756, -7.9581)
H (-5.7373, -2.3195, -1.2601)
H (4.5302, -0.0306, -9.9999)
H (2.0223, -4.8738, -1.2126)
H (-1.0153, -5.0608, 7.5032)
H (-2.7581, 7.8911, -2.9390)
H (3.7684, -9.1055, 0.4836)
H (-4.7922, -4.9702, -2.2288)
H (-0.6541, -1.6424, 5.5190)

## Properties
- total charge = 0
- orbital gap (eV) = 6.818
- LUMO level (eV) = -1.4
- energy relative to the best compared isomer or geometry (same formula, charge and spin) (eV) = 7.941
- HOMO (hartree) = -0.3009

=====

Record 2
ORCA calculation (wB97M-V/def2-TZVPD) on a 9-piece molecular cluster, C30H83N5O12 overall.

Geometry (Å):
O (-4.0770, -0.0399, -0.1797)
O (3.6571, -0.7465, -2.4257)
O (3.3492, 1.3536, 1.6459)
O (1.8067, 5.1472, 3.2515)
O (1.1369, 2.6377, 0.6125)
O (-1.8006, 7.5329, 2.4671)
O (-3.8624, 1.9165, -4.1010)
O (-2.9802, -3.3758, -3.1936)
O (1.8626, 1.0130, 5.0428)
O (7.8663, -1.2830, -0.7653)
O (-0.0287, -2.2672, 2.5683)
O (1.8659, -5.4925, 3.4449)
N (0.0624, -3.8649, 4.9128)
N (-0.0863, 5.3552, 0.9580)
N (-5.2449, -2.4905, -1.4341)
N (-5.2000, -0.6666, -4.3353)
N (6.2764, -0.2586, -3.2657)
C (-3.9438, -2.9499, -0.9701)
C (3.9041, 0.3312, -3.3306)
C (3.2701, -5.6912, 3.5526)
C (8.9648, -2.0640, -1.2518)
C (1.6144, 3.7973, 3.6791)
C (7.6376, 0.0383, -2.8614)
C (-2.5877, 1.7960, -3.5206)
C (-4.0964, 1.2636, -5.3167)
C (-3.7714, -3.7488, -4.2974)
C (-1.9178, 3.9361, 1.6616)
C (-1.4796, 5.3913, 1.4698)
C (5.3021, 0.8135, -3.0543)
C (-4.1897, -0.9206, -6.5597)
C (-5.9218, -1.5836, -0.5344)
C (-5.4342, -0.1464, -0.5420)
C (-2.0731, 8.3206, 3.6131)
C (-1.5792, 6.1498, 2.7711)
C (-3.5920, 1.2720, -0.2607)
C (-4.0513, -0.2655, -5.1844)
C (0.5029, 1.7684, -0.3265)
C (-0.1341, -1.6016, 1.3314)
C (7.8218, 0.0215, -1.3336)
C (-1.2406, -2.6113, 3.1537)
C (2.4141, -1.3380, -2.6322)
C (4.0028, 0.3362, 0.9276)
C (1.1132, -5.9908, 4.5206)
C (-1.0526, -2.9653, 4.6439)
C (-3.3248, -3.9505, -1.9388)
C (0.9093, 0.2864, 4.2481)
C (-0.2237, -5.2842, 4.6265)
H (-0.7162, -5.3941, 3.6512)
H (-0.5134, -2.1540, 0.4652)
H (-2.3412, -4.2528, -1.5668)
H (-3.2406, -2.1098, -0.9970)
H (2.4286, 3.1529, 3.3615)
H (5.0235, 0.5032, 0.5755)
H (-4.3297, -0.1892, -7.3612)
H (0.9878, -0.7932, 4.3862)
H (-5.1193, -0.0310, -3.5388)
H (2.2632, -2.1791, -1.9517)
H (6.9228, 0.4434, -0.8838)
H (-2.9848, 3.7388, 1.6024)
H (-2.5029, 1.2058, -0.2319)
H (1.6502, -5.7428, 5.4504)
H (-6.9750, -1.5091, -0.8406)
H (-6.0677, 0.5397, 0.0395)
H (1.5895, 3.8761, 4.7729)
H (0.9730, -7.0784, 4.4507)
H (7.9570, 1.0238, -3.2050)
H (-2.1889, 2.7029, -3.0680)
H (-2.3099, 5.7297, 3.4711)
H (-0.7010, -0.6712, 1.4611)
H (3.8893, 1.7434, 2.3393)
H (0.6349, 3.3898, 3.4221)
H (0.1649, 6.1841, 0.4445)
H (1.9629, 2.1873, 0.8836)
H (0.1104, 4.4750, 0.5027)
H (5.3527, 1.2668, -2.0549)
H (-3.9916, -3.4313, 0.0041)
H (-0.7811, -5.6912, 5.4668)
H (-3.9703, 1.8306, -1.1224)
H (-1.8261, 1.5303, -4.2716)
H (0.1176, 0.8923, 0.2068)
H (9.0542, -2.8414, -0.4933)
H (1.0685, 5.3457, 2.6440)
H (-5.2476, -2.1200, -2.3772)
H (-3.1600, -0.6875, -4.7217)
H (2.2508, -1.7165, -3.6494)
H (1.2762, 1.4409, -1.0241)
H (-1.7184, -3.5004, 2.7131)
H (-4.7832, -3.3358, -4.2849)
H (8.6674, -2.6013, -2.1555)
H (5.9272, -1.0013, -2.6603)
H (-3.3990, 1.6365, -6.0833)
H (-1.4345, 3.2713, 0.9404)
H (-3.9705, -4.8292, -2.0445)
H (1.5545, -0.6811, -2.4163)
H (1.0981, 0.6011, 3.2235)
H (-3.8358, 1.8806, 0.6248)
H (-0.1302, 0.5244, 4.5064)
H (-1.4915, 3.5161, 2.5783)
H (3.4945, -6.7227, 3.2590)
H (-5.5733, 0.2065, -1.5800)
H (-2.9795, 7.9442, 4.1007)
H (3.6761, -5.0324, 2.7906)
H (3.6198, -5.5175, 4.5701)
H (-2.2876, 9.3023, 3.2060)
H (-2.6565, 0.9494, -2.8309)
H (8.3151, -0.7105, -3.2730)
H (3.9948, -0.6073, 1.4859)
H (-3.8057, -4.8390, -4.3878)
H (0.8982, -1.3216, 1.1051)
H (5.5472, 1.6015, -3.7756)
H (9.8490, -1.4430, -1.3743)
H (-3.2725, -1.4232, -6.8854)
H (-0.6027, 6.1946, 3.2691)
H (8.7000, 0.5887, -1.0098)
H (-4.9452, -1.7031, -6.5547)
H (-6.1370, -0.4712, -4.6736)
H (-2.0042, -1.8198, 3.1275)
H (-1.2551, 8.2569, 4.3325)
H (1.4213, 1.1176, 5.8915)
H (-0.9429, -2.0387, 5.2184)
H (3.1780, 1.1243, -3.1177)
H (-5.0887, 1.5257, -5.6814)
H (-0.3585, 2.2083, -0.8236)
H (-1.9694, -3.4124, 5.0416)
H (3.4310, 0.1070, 0.0252)
H (-2.1014, 5.8729, 0.7109)
H (-6.0425, -1.9458, 0.4910)
H (-3.3039, -3.3414, -5.1937)
H (3.7899, -0.0189, -4.3610)
H (0.7703, -3.6030, 4.2266)

## Properties
- structure (SMILES) = COC[C@H](C)N.COC[C@H](C)N.COCCNCCOC.COCCNCCOC.COCCNCCOC.CO.CO.CO.CO
- total charge = 0
- orbital gap (eV) = 8.908
- LUMO level (eV) = 0.5
- energy relative to the best compared isomer or geometry (same formula, charge and spin) (eV) = 0.000
- HOMO (hartree) = -0.3079

=====

Record 3
ORCA calculation (wB97M-V/def2-TZVPD) on C30H83N7O8 as an isolated structure.

Geometry (Å):
O (-2.7223, -0.8231, -3.0004)
O (1.8649, 2.4202, -0.5374)
O (1.6842, -3.9426, 1.0905)
O (-2.3209, -0.7901, 3.2861)
O (-1.5698, 4.0654, 3.0989)
O (2.0250, -0.5055, -2.3814)
O (-4.3783, -2.1711, 0.8234)
O (-0.4450, -1.8449, 0.3688)
N (4.9477, 1.0985, 1.1012)
N (-1.2864, -3.0928, -1.1064)
N (1.3445, 0.2096, 2.9599)
N (-0.8610, 2.1537, -2.1227)
N (1.5364, 2.3762, 4.4184)
N (0.7705, 1.1341, -1.7502)
N (2.6522, 0.2351, -6.0194)
C (2.6925, -1.1909, -1.3272)
C (-3.5591, -3.0436, -1.9875)
C (-0.2533, -0.9177, -0.7713)
C (-3.5482, -0.6702, 2.5854)
C (0.4424, -0.1070, -5.0526)
C (-0.1811, 1.4281, 0.3818)
C (-1.7329, 0.1743, -3.1827)
C (-1.1425, -0.1996, 2.6932)
C (-3.1739, -2.8792, 0.5019)
C (-1.4068, 5.4759, 3.2831)
C (-2.8912, -1.7800, -4.0895)
C (-3.2165, 2.0867, -2.3624)
C (-2.6407, -2.5106, -0.9026)
C (-1.9855, 1.2585, -2.0668)
C (-0.7537, 3.2361, 3.9357)
C (2.2877, -4.8823, 0.1623)
C (0.1169, -0.4057, 3.5623)
C (0.5438, 0.4022, -0.4893)
C (1.0694, 2.9366, 2.1639)
C (2.6981, 0.5207, 1.7512)
C (2.0166, -4.4738, -1.2829)
C (2.5962, -0.5728, -3.6971)
C (0.7861, 3.2711, 3.6698)
C (0.7359, -2.3800, 0.9384)
C (1.1862, 3.6685, -0.8201)
C (3.5672, 1.0511, 0.6237)
C (3.0728, 2.5103, 0.1651)
C (-0.0561, 0.2393, 4.9772)
C (1.8936, 0.3101, -4.7781)
C (-5.0049, -2.7101, 2.0142)
H (1.8533, 1.2886, -4.2995)
H (1.8759, 4.2301, -1.4502)
H (3.0547, 3.2698, 0.9467)
H (-3.6277, 0.3429, 2.1912)
H (1.3064, 1.4316, 4.1448)
H (2.2275, 0.7020, -6.8079)
H (-4.3600, -0.8567, 3.2885)
H (-0.9314, 3.5708, 4.9577)
H (1.5481, 0.2363, -0.0995)
H (2.5058, 2.6352, 4.3034)
H (-1.1860, 1.5283, -0.0282)
H (-3.7020, -4.1226, -1.9279)
H (2.0770, 0.0246, 3.6302)
H (0.5633, -3.1428, 1.6976)
H (-3.1268, -2.8446, -2.9681)
H (1.6496, 0.7357, 1.5451)
H (3.6148, -0.2266, -3.5218)
H (1.4101, -1.6474, 1.3821)
H (0.2293, -1.5101, -1.5487)
H (-5.8579, -2.0852, 2.2789)
H (-1.0853, 2.2052, 3.8114)
H (-0.7928, -0.3772, -3.1928)
H (1.2550, 0.5910, -2.4506)
H (-2.6598, -1.4208, -0.9117)
H (-0.0678, 1.6710, -1.7253)
H (3.5946, 0.4010, -0.2508)
H (5.5706, 1.0605, 0.3071)
H (-5.3778, -3.7268, 1.8900)
H (1.3912, 1.8743, -1.4555)
H (3.8205, 2.9027, -0.5242)
H (-1.9951, 0.5164, -4.1839)
H (-3.6130, -1.4170, 1.7941)
H (2.3332, -5.2800, -1.9447)
H (0.4734, -1.1303, -5.4270)
H (1.1597, 4.2558, 3.9504)
H (5.1249, 0.1962, 1.5191)
H (-0.0192, 0.5612, -5.7796)
H (3.5947, 0.5717, -5.8831)
H (-3.2254, 2.5933, -3.3274)
H (-4.5592, -2.6121, -1.9455)
H (-2.0408, -2.4610, -4.0544)
H (1.5455, -0.4245, 2.1999)
H (0.8057, 0.0549, 5.6186)
H (1.8380, -5.8397, 0.4255)
H (2.1266, 2.8921, 1.9023)
H (1.3302, -2.8449, 0.1517)
H (2.8359, -0.5317, 1.9993)
H (-0.3792, 5.8095, 3.4278)
H (-1.2438, 0.8794, 2.5769)
H (-4.3422, -2.5209, 2.8587)
H (-0.1941, 1.1679, 1.4402)
H (0.6145, 1.9856, 1.8869)
H (-3.2923, -3.9491, 0.6728)
H (3.0384, -2.1840, -1.6138)
H (-0.1358, -0.0313, -4.1317)
H (-2.4530, -2.5518, 1.2511)
H (-1.0988, 2.7952, -1.3797)
H (3.3603, -4.9368, 0.3482)
H (-1.8273, 6.0306, 2.4443)
H (0.9427, -4.4586, -1.4689)
H (-0.9623, -0.0532, 5.5077)
H (2.7660, -1.6359, -3.8674)
H (0.6529, 3.6644, 1.4675)
H (-0.9827, -2.7615, -2.0109)
H (-4.0408, 1.3740, -2.3892)
H (-3.3715, 2.8170, -1.5682)
H (3.4445, -0.5682, -0.8425)
H (0.9508, 4.2837, 0.0483)
H (-0.6534, -2.6933, -0.4282)
H (-1.2412, -0.6306, -1.1318)
H (2.9963, 1.0448, 2.6592)
H (0.3125, -1.4651, 3.7281)
H (1.9334, -1.3122, -0.5545)
H (0.3078, 3.5307, -1.4507)
H (2.6553, -3.6484, -1.5972)
H (-0.9657, -0.7013, 1.7418)
H (-0.1315, 1.3190, 4.8478)
H (1.9121, -4.1391, 2.0021)
H (-2.0523, 0.7730, -1.0931)
H (-2.8788, -1.3100, -5.0729)
H (-3.7958, -2.3526, -3.8845)
H (0.1908, 2.4510, 0.3228)
H (-1.9238, 5.7677, 4.1972)

## Properties
- total charge = 0
- orbital gap (eV) = 5.437
- LUMO level (eV) = -0.1
- energy relative to the best compared isomer or geometry (same formula, charge and spin) (eV) = 35.617
- HOMO (hartree) = -0.2025